Density functional theory data (the ωB97M-V functional and the def2-TZVPD basis) for a cluster of 4 separate species, C44H27F5O8SSi in total.

Summary:
SMILES: O=S(=O)([SiH3])C(F)(F)C(F)(F)F.O=C1c2ccccc2C(=O)c2ccccc21.O=C1c2ccccc2C(=O)c2ccccc21.O=C1c2ccccc2C(=O)c2ccccc21
DFT total energy: -3481.88537 Eh
Frontier orbital gap: 8.49 eV

Last column: Löwdin charge in e.
Positions of all 86 atoms, in Å:
O 1.63822 -2.68874 5.37062  -0.351
S 1.45175 -1.28563 5.65363  0.554
O 1.17493 -0.85458 7.00472  -0.355
Si 3.25230 -0.11942 5.00437  0.710
C -0.05014 -0.81893 4.60377  -0.470
F 0.30803 0.16065 3.72975  0.072
F -0.40869 -1.93069 3.91965  0.107
C -1.23797 -0.31268 5.44140  -0.606
F -2.26832 -0.09806 4.63019  0.188
F -0.91583 0.84011 6.01255  0.186
F -1.58740 -1.18863 6.37625  0.181
H 3.82391 0.38480 6.25709  -0.068
H 4.12852 -1.12477 4.38814  -0.066
H 2.81705 0.94484 4.09161  -0.068
O 2.40225 0.83812 0.69405  0.093
C 2.04261 0.78608 -0.46450  -0.274
C 2.99971 1.01475 -1.58316  -0.083
C 4.33090 1.28080 -1.28934  -0.004
C 5.23855 1.48255 -2.31567  -0.054
C 4.82312 1.41104 -3.64061  -0.047
C 3.49825 1.14325 -3.93944  0.001
C 2.58033 0.95631 -2.91475  -0.077
C 1.15082 0.71831 -3.26424  -0.272
O 0.77249 0.74245 -4.41701  0.094
C 0.19758 0.46414 -2.14631  -0.081
C -1.13394 0.19753 -2.44000  -0.002
C -2.03034 -0.05913 -1.41610  -0.053
C -1.60184 -0.04876 -0.09294  -0.049
C -0.27816 0.22645 0.20366  0.001
C 0.62545 0.48377 -0.81781  -0.079
H 4.64139 1.33063 -0.25510  0.118
H 6.27405 1.69435 -2.08424  0.107
H 5.53264 1.56377 -4.44277  0.111
H 3.16880 1.08988 -4.96825  0.113
H -1.45280 0.18880 -3.47305  0.120
H -3.06583 -0.27039 -1.64756  0.108
H -2.30230 -0.25455 0.70571  0.109
H 0.06774 0.24206 1.22723  0.101
O -4.14218 -8.61703 5.63130  0.105
C -4.46609 -7.45841 5.78260  -0.278
C -3.45689 -6.36225 5.75672  -0.084
C -2.12415 -6.67977 5.52669  0.000
C -1.17313 -5.67537 5.47972  -0.041
C -1.54665 -4.34808 5.66126  -0.045
C -2.87465 -4.02493 5.88681  0.006
C -3.83236 -5.03012 5.94332  -0.079
C -5.25163 -4.65882 6.20541  -0.277
O -5.57452 -3.50717 6.40544  0.107
C -6.26585 -5.75331 6.20970  -0.083
C -7.60090 -5.43290 6.42183  -0.004
C -8.56057 -6.43020 6.41145  -0.059
C -8.19146 -7.75256 6.18879  -0.059
C -6.86198 -8.07825 5.98384  -0.003
C -5.89423 -7.08162 5.99571  -0.082
H -1.84720 -7.71552 5.38786  0.120
H -0.13376 -5.92147 5.30695  0.112
H -0.79376 -3.57449 5.62059  0.072
H -3.17830 -2.99834 6.02426  0.107
H -7.87279 -4.40048 6.59180  0.120
H -9.60000 -6.17891 6.57594  0.106
H -8.94418 -8.52965 6.17644  0.107
H -6.55987 -9.10215 5.81350  0.120
O 2.02118 8.24999 -7.15376  0.107
C 2.35319 7.08444 -7.12934  -0.277
C 1.52672 6.05886 -6.43031  -0.084
C 0.34317 6.44862 -5.81604  -0.003
C -0.44607 5.50631 -5.17880  -0.054
C -0.05876 4.17036 -5.15198  -0.048
C 1.12288 3.77637 -5.75518  0.005
C 1.92006 4.71987 -6.39420  -0.077
C 3.19740 4.27548 -7.02003  -0.273
O 3.55042 3.11866 -6.93594  0.100
C 4.01442 5.29349 -7.73830  -0.083
C 5.19269 4.89864 -8.35909  -0.004
C 5.95492 5.82692 -9.04692  -0.058
C 5.54338 7.15351 -9.11773  -0.057
C 4.37350 7.55356 -8.49515  -0.002
C 3.60532 6.62696 -7.80184  -0.081
H 0.05270 7.48952 -5.84596  0.120
H -1.36820 5.81148 -4.70206  0.107
H -0.68034 3.43371 -4.65989  0.105
H 1.43324 2.74003 -5.73550  0.098
H 5.49777 3.86320 -8.29860  0.119
H 6.87141 5.51811 -9.53192  0.107
H 6.13833 7.87601 -9.66044  0.107
H 4.04366 8.58211 -8.53920  0.120

---

Density functional theory data (the ωB97M-V functional and the def2-TZVPD basis) for a cluster of 4 separate species, C44H29BrO7PS in total in a non-equilibrium geometry.

Summary:
Net charge: +1
DFT total energy: -5534.00507 Eh
Frontier orbital gap: 4.66 eV

Last column: Löwdin charge in e.
Positions of all 83 atoms, in Å:
C -5.81968 0.29140 13.21322  0.015
C -6.13550 -0.89370 12.35483  -0.413
S -5.05207 -1.31120 10.83700  0.651
P -5.25732 0.46649 9.59686  0.424
O -4.61501 0.20756 7.99925  -0.417
Br -7.53337 0.81723 9.51500  0.296
H -4.76466 0.31494 13.73421  0.105
H -6.56527 1.19501 13.39738  0.120
H -7.07478 -1.55737 12.57887  0.112
H -3.71335 -1.47560 11.26247  0.020
H -5.16283 -0.49989 7.54515  0.082
C -1.73770 -1.36141 5.39892  -0.050
C -2.83566 -0.67835 5.92135  -0.077
C -3.22596 0.54258 5.36885  -0.002
C -2.50840 1.08866 4.29769  -0.075
C -1.39594 0.41763 3.79146  -0.071
C -1.01643 -0.81621 4.33581  0.017
C -0.60208 1.00810 2.69455  -0.250
O 0.37319 0.41760 2.24691  0.082
C -0.99512 2.32357 2.15129  -0.080
C -0.21773 2.92167 1.15090  0.019
C -0.58984 4.15954 0.62218  -0.044
C -1.74116 4.79760 1.08284  -0.049
C -2.51436 4.20672 2.08328  0.009
C -2.13477 2.97162 2.62527  -0.088
C -2.93929 2.37185 3.70804  -0.276
O -3.94873 2.93417 4.11671  0.096
H -1.43902 -2.31738 5.82347  0.109
H -3.39011 -1.09720 6.75821  0.072
H -4.08728 1.06767 5.77850  0.105
H -0.15717 -1.35240 3.93681  0.122
H 0.68089 2.42866 0.78344  0.123
H 0.01812 4.62461 -0.15084  0.113
H -2.03525 5.75845 0.66607  0.112
H -3.40920 4.71308 2.44138  0.123
C 6.40980 0.15057 -5.08804  -0.056
C 6.46856 1.40588 -4.48327  -0.056
C 5.86429 1.61198 -3.24204  0.007
C 5.18821 0.56218 -2.60855  -0.084
C 5.10848 -0.68611 -3.22463  -0.082
C 5.73073 -0.89579 -4.46219  0.009
C 4.35580 -1.78673 -2.58887  -0.282
O 4.28828 -2.88460 -3.12771  0.072
C 3.67886 -1.54270 -1.29958  -0.083
C 2.91373 -2.55982 -0.71401  0.010
C 2.28113 -2.34177 0.51179  -0.050
C 2.41800 -1.11417 1.15920  -0.069
C 3.17498 -0.09727 0.57547  0.010
C 3.79856 -0.30914 -0.66130  -0.081
C 4.56740 0.78452 -1.28753  -0.277
O 4.68435 1.86527 -0.72142  0.091
H 6.88858 -0.01260 -6.05109  0.108
H 6.98698 2.22480 -4.97702  0.108
H 5.91869 2.59325 -2.77349  0.121
H 5.68430 -1.87144 -4.94281  0.122
H 2.80442 -3.52226 -1.21138  0.121
H 1.68321 -3.13116 0.96216  0.105
H 1.93130 -0.94648 2.11754  0.079
H 3.27331 0.86016 1.08443  0.120
C -1.58183 2.23723 -5.55389  -0.062
C -2.28681 1.91525 -6.71335  -0.059
C -2.06391 0.69294 -7.34937  0.007
C -1.12371 -0.20584 -6.83102  -0.085
C -0.40124 0.12665 -5.68576  -0.084
C -0.63912 1.34633 -5.03884  0.003
C 0.62826 -0.79212 -5.15844  -0.275
O 1.26084 -0.50238 -4.15042  0.095
C 0.89029 -2.06016 -5.86802  -0.081
C 1.90345 -2.91385 -5.41241  0.016
C 2.14891 -4.12132 -6.06975  -0.047
C 1.37941 -4.48325 -7.17508  -0.056
C 0.37321 -3.63216 -7.63449  0.006
C 0.13497 -2.41357 -6.98516  -0.088
C -0.90746 -1.50401 -7.50030  -0.278
O -1.58111 -1.81923 -8.47448  0.097
H -1.76213 3.18586 -5.05298  0.106
H -3.01239 2.61512 -7.12188  0.108
H -2.62173 0.44612 -8.25121  0.122
H -0.08863 1.60682 -4.13654  0.119
H 2.50669 -2.64022 -4.54822  0.094
H 2.93958 -4.78027 -5.71746  0.112
H 1.56558 -5.42709 -7.68292  0.108
H -0.22023 -3.91915 -8.50100  0.122

---

Density functional theory data (the ωB97M-V functional and the def2-TZVPD basis) for a structure of composition C44H30I3IrN3O3P in a non-equilibrium geometry.

Summary:
Net charge: +2
DFT total energy: -3423.02828 Eh
Relative energy (zero: lowest compared OMol25 entry of this formula, charge and spin): 86.5 kJ/mol
Frontier orbital gap: 5.94 eV

Last column: Löwdin charge in e.
Positions of all 85 atoms, in Å:
Ir -0.95145 -0.01135 0.22367  1.316
O 1.44111 7.21096 -1.37855  0.146
C 0.59993 6.81923 -0.40813  -0.473
O 0.34154 7.53497 0.51261  0.153
C 0.00317 5.43827 -0.51753  -0.102
C -1.17131 5.21009 0.19109  0.025
C -1.76200 3.96009 0.17035  0.003
C -1.15270 2.93676 -0.54772  -0.250
C 0.03247 3.13646 -1.23518  -0.030
C 0.59901 4.40042 -1.22659  -0.006
N -1.77434 1.63795 -0.55003  -0.045
C -3.02111 1.56072 -0.84142  -0.028
C -3.69479 0.30042 -0.62736  -0.237
C -5.02391 0.12105 -0.96520  0.031
C -5.63775 -1.08311 -0.66058  -0.001
C -4.88735 -2.04816 -0.01819  0.005
C -3.55331 -1.80568 0.27459  -0.077
N -2.93859 -0.65943 -0.02471  -0.040
H 1.46377 6.58405 -2.11036  0.106
H -1.60105 6.02263 0.76101  0.136
H -2.65570 3.76700 0.75178  0.126
H 0.50808 2.31974 -1.75755  0.017
H 1.53961 4.54377 -1.74456  0.119
H -3.55815 2.43050 -1.20339  0.160
H -5.56160 0.92086 -1.45610  0.136
H -6.67765 -1.25292 -0.90293  0.132
H -5.31834 -2.99819 0.26470  0.129
H -2.96513 -2.54721 0.78093  0.093
I 2.22197 0.45087 -3.00786  1.127
C 3.78366 -0.43114 -1.95096  -0.629
C 5.01088 0.14771 -2.11155  -0.166
C 6.16759 -0.45978 -1.58951  -0.046
C 6.06331 -1.66614 -0.97212  -0.008
C 4.80228 -2.28493 -0.79525  -0.145
C 4.74536 -3.56732 -0.20251  0.005
C 3.55612 -4.20144 -0.01519  -0.035
C 2.36357 -3.52700 -0.32047  -0.080
C 2.35979 -2.27983 -0.90085  -0.270
P 0.72020 -1.45783 -1.03137  0.960
C -0.16020 -2.21727 -2.42250  -0.419
C -1.25694 -1.53454 -2.94364  -0.133
C -1.98676 -2.06616 -3.99584  -0.061
C -1.60791 -3.27858 -4.55468  -0.049
C -0.49404 -3.95099 -4.06680  -0.047
C 0.23054 -3.42153 -3.01027  -0.068
C -0.01855 -2.16534 0.51799  -0.476
C -0.81795 -3.33360 0.46171  -0.125
C -1.09172 -4.03183 1.61152  -0.054
C -0.63655 -3.55402 2.85260  -0.023
C 0.12003 -2.40674 2.93299  -0.032
C 0.46342 -1.72659 1.75930  -0.107
C 3.60522 -1.64320 -1.22812  -0.192
H 5.10350 1.06604 -2.67564  0.097
H 7.12841 0.01775 -1.72182  0.121
H 6.94443 -2.18060 -0.61108  0.126
H 5.67356 -4.03925 0.09408  0.129
H 3.51469 -5.19642 0.40571  0.120
H 1.43522 -4.01971 -0.07034  0.102
H -1.50848 -0.55216 -2.55272  0.070
H -2.82941 -1.52138 -4.40116  0.112
H -2.16513 -3.68853 -5.38635  0.117
H -0.18541 -4.88569 -4.51500  0.118
H 1.10566 -3.94694 -2.65039  0.106
H -1.16559 -3.69238 -0.50035  0.120
H -1.65609 -4.95502 1.56800  0.125
H -0.86491 -4.11128 3.75206  0.123
H 0.49342 -2.06171 3.88783  0.124
H 1.15566 -0.89384 1.80002  0.110
I 3.55543 2.62611 0.68987  1.036
C 1.86920 2.51270 1.88735  -0.626
C 1.81562 3.27902 3.07092  -0.194
C 0.75604 3.21068 3.93690  -0.664
I 0.79371 4.34302 5.67874  1.015
C -0.33154 2.34631 3.64157  -0.192
C -1.45604 2.13165 4.46739  0.000
C -2.43216 1.24488 4.09914  -0.012
C -2.32465 0.57697 2.87396  -0.081
N -1.29683 0.77176 2.07241  -0.041
C -0.27925 1.62352 2.43119  -0.143
C 0.83111 1.67840 1.54604  -0.424
O 0.80922 0.92857 0.44121  -0.368
H 2.65008 3.92903 3.29697  0.089
H -1.52840 2.66743 5.40490  0.077
H -3.28865 1.05930 4.73066  0.122
H -3.08815 -0.11088 2.53670  0.114